[1]
Entry from OMol25: an isolated ion of composition C7H11O3 and charge +1 in a non-equilibrium geometry (wB97M-V/def2-TZVPD).

## Properties
* LUMO level (spin up / spin down): -2.99 / -7.02 eV
* <S²>: 2.006
* Kohn-Sham gap (spin up / spin down): 7.16 / 8.52 eV

Geometry as ORCA input:
```
! RIJCOSX wB97M-V def2-TZVPD def2/J DEFGRID3
* xyz 1 3
C 2.227 0.141 -0.411
C 1.388 -1.097 -0.322
C 1.374 1.273 0.197
C -1.604 0.529 -1.000
C -1.139 1.366 0.258
C -0.071 -0.804 -0.014
C -0.877 -1.656 0.963
O 3.357 0.184 -0.699
O -0.637 -0.451 -1.199
O 0.093 0.742 0.715
H 1.485 -1.617 -1.270
H 1.761 -1.672 0.436
H 1.790 1.875 1.015
H 1.154 1.902 -0.635
H -2.520 -0.011 -0.636
H -1.730 1.184 -1.788
H -0.829 2.364 -0.023
H -1.859 1.120 1.005
H -0.179 -2.059 1.652
H -1.518 -2.366 0.410
H -1.667 -0.948 1.344
*
```



[2]
Entry from OMol25: one molecule with the formula C7H12 in a non-equilibrium geometry (wB97M-V/def2-TZVPD).

## Properties
* LUMO level: 1.14 eV
* Kohn-Sham gap: 10.75 eV
* structure (SMILES): CC1CC2(CC2)C1

Geometry as ORCA input:
```
! RIJCOSX wB97M-V def2-TZVPD def2/J DEFGRID3
* xyz 0 1
C 2.031 0.472 1.409
C 1.064 0.865 0.306
C 0.835 -0.199 -0.786
C -0.712 -0.250 -0.451
C -1.754 -0.382 -1.540
C -1.781 -1.337 -0.384
C -0.522 0.732 0.716
H 3.087 0.368 1.105
H 1.712 -0.491 1.810
H 1.964 1.236 2.189
H 1.461 1.815 -0.124
H 1.257 0.125 -1.766
H 1.296 -1.150 -0.529
H -1.258 -0.631 -2.477
H -2.642 0.226 -1.678
H -1.611 -2.425 -0.493
H -2.557 -0.916 0.338
H -0.764 0.290 1.718
H -1.106 1.652 0.636
*
```



[3]
Entry from OMol25: one molecule with the formula C7H12 (wB97M-V/def2-TZVPD).

## Properties
* LUMO level: 1.08 eV
* Kohn-Sham gap: 10.39 eV
* structure (SMILES): CC#CCCCC

Geometry as ORCA input:
```
! RIJCOSX wB97M-V def2-TZVPD def2/J DEFGRID3
* xyz 0 1
C 3.046 0.674 0.078
C 1.745 1.297 -0.440
C 0.560 0.395 -0.112
C -0.822 0.915 -0.533
C -1.812 -0.107 -0.173
C -2.447 -1.062 0.201
C -3.156 -2.248 0.683
H 3.197 0.893 1.141
H 3.015 -0.418 -0.025
H 3.925 1.031 -0.467
H 1.601 2.292 0.001
H 1.801 1.445 -1.527
H 0.536 0.195 0.967
H 0.713 -0.578 -0.596
H -1.048 1.866 -0.034
H -0.846 1.114 -1.613
H -2.459 -2.904 1.217
H -3.588 -2.820 -0.143
H -3.961 -1.981 1.374
*
```



[4]
Entry from OMol25: C7H12 as an isolated structure in a non-equilibrium geometry (wB97M-V/def2-TZVPD).

## Properties
* LUMO level: 1.18 eV
* Kohn-Sham gap: 8.96 eV

Geometry as ORCA input:
```
! RIJCOSX wB97M-V def2-TZVPD def2/J DEFGRID3
* xyz 0 1
C -2.534 -0.292 0.020
C -1.198 0.438 0.010
C -0.108 -0.259 0.841
C 1.209 0.191 0.222
C 2.471 -0.561 0.577
C 0.833 0.505 -1.176
C -0.512 0.577 -1.336
H -2.412 -1.311 -0.365
H -2.943 -0.356 1.037
H -3.266 0.221 -0.613
H -1.366 1.451 0.427
H -0.204 -0.113 1.921
H -0.197 -1.346 0.645
H 1.232 1.510 -0.102
H 2.393 -1.621 0.286
H 2.661 -0.544 1.656
H 3.334 -0.147 0.050
H 1.609 0.578 -1.935
H -1.002 1.079 -2.166
*
```



[5]
Entry from OMol25: one molecule with the formula C7H12 (wB97M-V/def2-TZVPD).

## Properties
* LUMO level: 1.22 eV
* Kohn-Sham gap: 10.86 eV
* structure (SMILES): CC[C@H]1C[C@H]2C[C@@H]12

Geometry as ORCA input:
```
! RIJCOSX wB97M-V def2-TZVPD def2/J DEFGRID3
* xyz 0 1
C -2.043 0.860 -1.140
C -1.067 0.853 0.033
C -0.401 -0.506 0.232
C 0.685 -0.924 -0.810
C 1.717 -0.973 0.312
C 1.772 0.327 1.057
C 0.654 -0.621 1.341
H -2.484 1.852 -1.285
H -2.858 0.145 -0.979
H -1.535 0.580 -2.072
H -0.296 1.613 -0.143
H -1.582 1.151 0.956
H -1.174 -1.279 0.334
H 0.899 -0.204 -1.610
H 0.457 -1.894 -1.269
H 2.616 -1.581 0.355
H 2.542 0.356 1.824
H 1.622 1.266 0.528
H 0.475 -1.023 2.336
*
```



[6]
Entry from OMol25: one molecule with the formula C7H12 (wB97M-V/def2-TZVPD).

## Properties
* LUMO level: 1.07 eV
* Kohn-Sham gap: 10.36 eV
* structure (SMILES): CC#CCCCC

Geometry as ORCA input:
```
! RIJCOSX wB97M-V def2-TZVPD def2/J DEFGRID3
* xyz 0 1
C -0.622 -0.724 2.820
C 0.181 -1.395 1.692
C 0.069 -0.489 0.477
C 0.806 -0.896 -0.801
C 0.517 0.162 -1.777
C 0.123 1.162 -2.325
C -0.400 2.413 -2.871
H 0.032 -0.257 3.562
H -1.241 0.079 2.394
H -1.291 -1.415 3.339
H 1.233 -1.530 1.976
H -0.205 -2.396 1.459
H 0.411 0.513 0.765
H -0.996 -0.382 0.233
H 1.884 -0.983 -0.616
H 0.457 -1.876 -1.151
H -0.904 2.966 -2.071
H -1.130 2.237 -3.667
H 0.398 3.048 -3.266
*
```



[7]
Entry from OMol25: one molecule with the formula C7H12 in a non-equilibrium geometry (wB97M-V/def2-TZVPD).

## Properties
* LUMO level: 1.23 eV
* Kohn-Sham gap: 10.07 eV
* structure (SMILES): C/C=C/C=C/CC

Geometry as ORCA input:
```
! RIJCOSX wB97M-V def2-TZVPD def2/J DEFGRID3
* xyz 0 1
C 0.871 2.327 -2.101
C 0.851 0.777 -2.197
C 0.095 0.266 -1.014
C 0.658 -0.079 0.155
C -0.151 -0.487 1.303
C -0.737 -1.684 1.457
C -1.466 -1.947 2.755
H -0.124 2.775 -2.102
H 1.395 2.630 -1.199
H 1.380 2.776 -2.960
H 1.905 0.497 -2.219
H 0.453 0.393 -3.135
H -0.983 0.134 -1.044
H 1.732 0.104 0.190
H -0.206 0.205 2.139
H -0.734 -2.407 0.654
H -0.788 -2.485 3.427
H -2.265 -2.679 2.584
H -1.888 -1.116 3.308
*
```



[8]
Entry from OMol25: one molecule with the formula C7H12 (wB97M-V/def2-TZVPD).

## Properties
* LUMO level: 1.22 eV
* Kohn-Sham gap: 10.67 eV
* structure (SMILES): CC[C@H]1C[C@H]2C[C@@H]12

Geometry as ORCA input:
```
! RIJCOSX wB97M-V def2-TZVPD def2/J DEFGRID3
* xyz 0 1
C -1.569 0.978 -1.822
C -0.293 1.014 -0.956
C -0.374 0.281 0.417
C -0.318 -1.275 0.307
C 0.801 -1.299 1.340
C 1.970 -0.472 0.900
C 0.781 0.212 1.463
H -1.437 1.505 -2.784
H -2.397 1.465 -1.300
H -1.867 -0.051 -2.056
H 0.499 0.562 -1.572
H -0.024 2.063 -0.819
H -1.219 0.591 1.048
H -0.041 -1.690 -0.675
H -1.248 -1.738 0.639
H 0.925 -2.032 2.127
H 2.851 -0.501 1.537
H 2.155 -0.338 -0.156
H 0.870 0.734 2.415
*
```



[9]
Entry from OMol25: one molecule with the formula C7H12 (wB97M-V/def2-TZVPD).

## Properties
* LUMO level: 1.08 eV
* Kohn-Sham gap: 10.37 eV
* structure (SMILES): CC#CCCCC

Geometry as ORCA input:
```
! RIJCOSX wB97M-V def2-TZVPD def2/J DEFGRID3
* xyz 0 1
C -3.015 0.741 0.267
C -2.102 0.006 -0.718
C -0.690 0.050 -0.171
C 0.349 -0.662 -1.030
C 1.660 -0.537 -0.402
C 2.663 -0.357 0.238
C 3.799 -0.104 1.115
H -3.363 0.064 1.052
H -2.469 1.544 0.789
H -3.895 1.151 -0.231
H -2.422 -1.037 -0.846
H -2.129 0.448 -1.724
H -0.697 -0.377 0.840
H -0.397 1.102 -0.065
H 0.084 -1.720 -1.149
H 0.363 -0.211 -2.030
H 3.423 0.347 2.039
H 4.517 0.583 0.656
H 4.321 -1.031 1.369
*
```



[10]
Entry from OMol25: one molecule with the formula C7H12 in a non-equilibrium geometry (wB97M-V/def2-TZVPD).

## Properties
* LUMO level: 1.07 eV
* Kohn-Sham gap: 9.56 eV
* structure (SMILES): C=C/C=C(\C)CC

Geometry as ORCA input:
```
! RIJCOSX wB97M-V def2-TZVPD def2/J DEFGRID3
* xyz 0 1
C 1.870 0.123 0.392
C 0.239 -1.806 -0.836
C 2.028 1.568 -0.019
C 0.174 -0.599 -0.001
C -0.514 0.141 0.758
C -2.244 -0.374 0.412
C -3.127 0.521 -0.008
H -0.531 1.058 1.309
H 2.125 -0.058 1.436
H 2.518 -0.533 -0.191
H -2.545 -1.388 0.658
H 0.691 -2.632 -0.284
H 0.869 -1.611 -1.705
H -0.754 -2.092 -1.174
H 3.081 1.864 -0.033
H 1.634 1.732 -1.024
H 1.509 2.242 0.663
H -4.193 0.319 -0.067
H -2.829 1.527 -0.286
*
```



[11]
Entry from OMol25: one molecule with the formula C7H12 in a non-equilibrium geometry (wB97M-V/def2-TZVPD).

## Properties
* LUMO level: 1.06 eV
* Kohn-Sham gap: 9.25 eV
* structure (SMILES): C=C(/C=C/C)CC

Geometry as ORCA input:
```
! RIJCOSX wB97M-V def2-TZVPD def2/J DEFGRID3
* xyz 0 1
C 0.647 0.686 -2.190
C -0.424 -0.299 -1.711
C -1.025 0.020 -0.332
C -2.331 0.411 -0.371
C 1.479 -0.502 2.558
C 0.696 -0.632 1.309
C -0.257 0.212 0.892
H 1.257 0.403 -3.056
H 0.229 1.693 -2.233
H 1.445 0.739 -1.428
H -0.052 -1.328 -1.680
H -1.297 -0.336 -2.351
H -3.105 -0.127 -0.908
H -2.660 1.053 0.447
H 1.981 -1.416 2.875
H 0.989 -0.215 3.489
H 2.321 0.182 2.378
H 0.725 -1.608 0.836
H -0.618 1.063 1.477
*
```



[12]
Entry from OMol25: a 2-piece molecular cluster, C7H12 overall (wB97M-V/def2-TZVPD).

## Properties
* LUMO level: 1.03 eV
* Kohn-Sham gap: 9.58 eV
* structure (SMILES): CC1C=CC=C1.C

Geometry as ORCA input:
```
! RIJCOSX wB97M-V def2-TZVPD def2/J DEFGRID3
* xyz 0 1
C -0.227 0.311 2.645
C 1.150 -1.418 -0.276
C -0.050 -1.370 -0.876
C -0.247 -0.019 -1.517
C -1.537 0.711 -1.120
C 1.024 0.703 -1.145
C 1.823 -0.118 -0.444
H 0.466 1.153 2.705
H 0.292 -0.565 2.249
H -0.630 0.097 3.637
H 1.576 -2.270 0.248
H -0.790 -2.164 -0.913
H -1.048 0.568 1.973
H -0.253 -0.158 -2.611
H -1.562 0.899 -0.041
H -2.417 0.116 -1.387
H -1.611 1.673 -1.641
H 1.231 1.731 -1.427
H 2.810 0.119 -0.058
*
```



Number 1: E_tot -498.5441 a.u.. Number 2: E_tot -273.8315 a.u.. Number 3: E_tot -273.8586 a.u.. Number 4: E_tot -273.8270 a.u.. Number 5: E_tot -273.8574 a.u.. Number 6: E_tot -273.8517 a.u.. Number 7: E_tot -273.8629 a.u.. Number 8: E_tot -273.8511 a.u.. Number 9: E_tot -273.8577 a.u.. Number 10: E_tot -273.7581 a.u.. Number 11: E_tot -273.8364 a.u.. Number 12: E_tot -273.8771 a.u..